*P*
DFT (ωB97M-V with the def2-TZVPD basis set) results for a gas-phase ion, C2H4NO2 (charge +1).

Structure (XYZ):
```
9
Properties=species:S:1:pos:R:3:lowdin_charge:R:1
O -0.202 0.795 -0.970 0.10
O 2.051 0.358 -1.211 0.31
N 0.981 0.216 -0.755 -0.10
C -0.939 0.273 0.174 -0.04
C 0.250 -0.568 0.575 0.15
H 0.186 -1.722 0.336 0.19
H 0.815 -0.292 1.456 0.13
H -1.780 -0.172 -0.244 0.12
H -1.363 1.111 0.639 0.14
```

Properties
HOMO (eV): -17.93
LUMO (eV): -6.80
Molar mass (g mol⁻¹): 74.06
Net charge: +1


*Q*
DFT (ωB97M-V with the def2-TZVPD basis set) results for a gas-phase ion, C2H4NO2 (charge +1).

Structure (XYZ):
```
9
Properties=species:S:1:pos:R:3:lowdin_charge:R:1
O 0.632 0.381 0.832 0.24
O -2.212 -0.389 -0.737 0.08
N -1.769 -1.665 -0.304 0.12
C -0.865 -0.685 -0.552 -0.30
C -0.512 -0.117 0.796 0.05
H -0.241 -0.732 -1.489 0.21
H -1.967 -1.828 0.784 0.19
H -1.233 -0.254 1.627 0.19
H 1.179 0.270 1.666 0.23
```

Properties
HOMO (eV): -15.94
LUMO (eV): -6.99
Molar mass (g mol⁻¹): 74.06
Net charge: +1


Most stable to least stable, the ends of the list are *Q* and *P*.


*P*
DFT (ωB97M-V with the def2-TZVPD basis set) results for 5 unconnected molecules or ions with the total composition C6H18O4.

Structure (XYZ):
```
28
Properties=species:S:1:pos:R:3:lowdin_charge:R:1
O 0.560 -2.953 -0.612 -0.06
O -0.876 -2.239 -2.759 0.00
O -0.351 3.165 2.405 -0.02
O -0.555 0.447 -3.312 -0.01
C 1.201 0.389 0.183 -0.13
C 1.508 1.486 -0.773 -0.10
C -0.053 -0.145 3.131 0.00
C -1.265 0.756 0.118 -0.05
C -0.110 -0.650 1.883 -0.16
C -0.026 0.149 0.657 -0.38
H 0.847 -3.822 -0.339 0.05
H 1.109 2.470 -0.331 0.10
H 1.508 -2.603 -0.493 0.11
H 1.335 1.261 -1.869 0.09
H -0.564 2.655 3.170 0.01
H 0.392 0.807 3.553 0.08
H -0.451 -1.755 1.770 0.13
H 1.989 -0.251 0.414 0.08
H -0.363 2.580 1.679 -0.03
H -0.988 1.764 -0.297 0.09
H -1.792 0.048 -0.617 0.11
H 2.537 1.738 -0.657 0.05
H -1.072 0.386 -4.040 -0.02
H -1.548 -2.794 -2.701 -0.03
H -0.562 -0.464 -3.075 -0.03
H -0.107 -0.757 4.001 0.03
H -2.020 0.767 0.928 0.08
H -0.285 -2.434 -2.016 0.00
```

Properties
HOMO (eV): -8.82
LUMO (eV): 0.10
Molar mass (g mol⁻¹): 154.21
Net charge: 0


*Q*
DFT (ωB97M-V with the def2-TZVPD basis set) results for 5 unconnected molecules or ions with the total composition C6H18O4.

Structure (XYZ):
```
28
Properties=species:S:1:pos:R:3:lowdin_charge:R:1
O 0.323 0.902 3.770 -0.06
O -1.920 -2.296 -1.970 -0.05
O 2.560 0.366 -2.581 -0.07
O 0.991 -2.159 -2.050 -0.06
C 0.442 1.342 0.456 -0.36
C 0.581 2.537 1.023 0.03
C -0.849 1.003 -0.244 -0.14
C -2.721 -0.646 0.513 -0.02
C -1.480 -0.262 0.287 -0.19
C 1.514 0.302 0.489 -0.08
H 0.983 0.302 4.141 0.04
H 1.430 -0.489 -0.257 0.05
H -0.607 0.747 -1.284 0.13
H 2.486 0.764 0.296 0.08
H -3.630 -0.090 0.313 0.06
H -0.272 3.166 1.235 0.07
H 2.872 0.517 -1.683 0.00
H -2.660 -2.336 -1.353 0.03
H 2.091 -0.479 -2.487 -0.01
H -2.898 -1.674 0.799 0.05
H -0.712 -0.964 0.584 0.10
H 1.158 -2.867 -1.422 0.06
H 1.509 2.791 1.521 0.07
H 1.671 -0.190 1.450 0.08
H 0.049 -1.935 -2.004 0.01
H -1.561 1.822 -0.168 0.12
H -2.239 -1.596 -2.557 0.06
H 0.889 1.420 3.182 0.00
```

Properties
HOMO (eV): -9.59
LUMO (eV): 0.44
Molar mass (g mol⁻¹): 154.21
Net charge: 0


Most stable to least stable, the ends of the list are *Q* and *P*.


*P*
DFT (ωB97M-V with the def2-TZVPD basis set) results for a molecular structure, C10H20Cl10F6MgN3O12S6.

Structure (XYZ):
```
68
Properties=species:S:1:pos:R:3:lowdin_charge:R:1
Cl -4.526 -2.171 -3.166 0.51
Cl 2.363 2.977 1.759 0.57
Cl 2.899 -2.386 -2.536 0.55
Cl 1.700 5.826 0.267 0.57
Cl 3.704 1.086 -3.338 0.60
Cl -3.634 1.042 -3.268 0.55
Cl -3.275 -3.997 0.033 0.56
Cl 2.212 -5.630 -2.743 0.51
Cl 7.818 0.156 -2.147 0.48
Cl -1.647 -5.217 2.765 0.53
S -3.669 0.493 2.343 0.59
S 0.119 -0.241 -0.615 0.63
S -1.254 3.696 1.369 0.64
S -3.371 4.891 1.005 0.49
S -4.274 0.176 4.542 0.47
S 1.786 -1.193 0.779 0.48
Mg -0.301 0.439 2.521 0.96
F 2.297 -0.828 2.294 -0.23
F -1.397 0.402 -0.316 -0.21
F -4.822 5.172 1.766 -0.24
F -3.872 1.672 1.316 -0.18
F -3.930 0.982 5.885 -0.22
F -0.499 4.716 2.317 -0.20
O 0.673 0.810 -1.397 -0.22
O -0.326 -1.423 -1.332 -0.23
O -4.717 -0.386 1.850 -0.24
O -3.218 -0.822 4.662 -0.31
O -2.935 6.296 0.918 -0.31
O -0.746 2.363 1.750 -0.41
O -5.688 -0.154 4.696 -0.27
O -1.065 4.197 -0.006 -0.30
O 2.812 -0.532 -0.020 -0.29
O -3.828 4.121 -0.126 -0.30
O -2.228 0.205 2.176 -0.39
O 1.770 -2.656 0.783 -0.26
N 0.503 -0.400 1.112 -0.33
N -2.802 3.994 2.147 -0.25
N -3.967 1.466 3.678 -0.20
C -4.479 -1.068 -1.751 -0.65
C 3.988 -3.699 -1.936 -0.58
C 2.930 3.360 0.066 -0.58
C 5.120 1.016 -2.279 -0.67
C 6.177 0.202 -2.967 -0.64
C -1.484 -4.200 0.243 -0.64
C 3.107 -4.907 -1.366 -0.61
C 3.176 4.854 -0.119 -0.61
C -1.047 -5.387 1.093 -0.65
C -4.871 0.329 -2.223 -0.65
H 3.804 -5.678 -1.036 0.06
H -1.023 -4.214 -0.744 0.07
H 4.619 -4.100 -2.729 0.06
H 4.872 0.571 -1.315 0.06
H -3.441 -1.170 -1.436 0.03
H 4.507 -3.128 -1.166 0.05
H 3.885 2.864 -0.110 0.06
H 3.962 5.300 0.490 0.06
H 3.436 5.037 -1.162 0.07
H -4.943 1.077 -1.434 0.06
H -1.038 -3.310 0.687 0.04
H 5.527 2.027 -2.261 0.07
H 2.242 2.919 -0.656 0.07
H -5.110 -1.516 -0.982 0.06
H -1.500 -6.304 0.717 0.06
H 0.021 -5.596 1.152 0.07
H -5.792 0.356 -2.804 0.06
H 6.508 0.720 -3.867 0.05
H 5.847 -0.810 -3.202 0.06
H 2.336 -4.689 -0.627 0.03
```

Properties
HOMO (eV): -7.33
LUMO (eV): -0.65
Molar mass (g mol⁻¹): 1059.50
Net charge: -1


*Q*
DFT (ωB97M-V with the def2-TZVPD basis set) results for a molecular structure, C10H20Cl10F6MgN3O12S6.

Structure (XYZ):
```
68
Properties=species:S:1:pos:R:3:lowdin_charge:R:1
Cl -4.946 -1.795 -3.355 0.48
Cl 8.109 0.724 -3.899 0.50
Cl 4.276 -0.950 6.717 0.50
Cl -6.442 -4.492 -2.228 0.51
Cl 1.394 -5.402 -5.341 0.58
Cl 1.683 -2.974 6.162 0.54
Cl 4.245 6.931 1.094 0.52
Cl 4.798 4.294 3.178 0.51
Cl 5.317 -1.033 -4.288 0.50
Cl 1.461 -4.586 -9.646 0.48
S 0.731 1.156 -2.402 0.44
S -3.670 5.676 5.129 0.46
S -5.653 -1.200 2.530 0.62
S 0.747 -0.237 -0.483 0.60
S -2.687 3.613 4.851 0.53
S -6.419 -1.819 4.783 0.49
Mg -2.557 2.646 0.012 1.50
F -7.036 -1.123 1.760 -0.19
F 0.056 -0.106 1.036 -0.26
F -3.074 2.152 5.301 -0.19
F -7.074 -1.120 6.142 -0.25
F -5.098 6.261 4.692 -0.23
F -0.432 2.099 -3.071 -0.28
O 1.933 1.979 -2.529 -0.28
O 0.322 -1.551 -0.824 -0.24
O -2.922 6.159 3.974 -0.31
O -1.678 3.874 5.864 -0.26
O -3.478 6.217 6.471 -0.28
O 2.130 -0.087 -0.064 -0.25
O -7.530 -2.746 4.501 -0.29
O -4.774 -0.228 1.849 -0.35
O -2.364 3.402 3.424 -0.37
O -5.287 -2.629 2.572 -0.30
O -5.141 -2.233 5.307 -0.28
O 0.634 -0.031 -3.246 -0.27
N -6.332 -0.482 3.984 -0.23
N -4.245 4.203 5.065 -0.22
N -0.104 1.193 -1.103 -0.33
C 0.844 -4.733 -6.884 -0.67
C -4.304 -3.478 -3.655 -0.62
C 6.051 0.011 -5.569 -0.61
C 5.329 5.569 0.706 -0.65
C 1.684 -1.523 7.175 -0.67
C 4.836 4.285 1.364 -0.65
C 6.727 1.293 -4.892 -0.61
C 2.565 -0.422 6.592 -0.63
C -5.432 -4.503 -3.729 -0.64
C 1.898 -5.010 -7.914 -0.65
H 2.866 -4.582 -7.657 0.07
H -4.992 -5.496 -3.830 0.07
H 1.997 -1.860 8.164 0.06
H 3.849 4.076 0.952 0.06
H 7.171 1.878 -5.698 0.06
H -0.002 -5.350 -7.189 0.07
H -3.802 -3.499 -4.622 0.07
H 5.405 3.415 1.037 0.07
H 6.133 1.897 -4.207 0.06
H 0.664 -3.660 -6.808 0.08
H -3.528 -3.706 -2.924 0.08
H 1.981 -6.086 -8.073 0.05
H 5.141 0.232 -6.126 0.05
H 6.301 5.849 1.113 0.06
H -6.149 -4.385 -4.541 0.06
H 2.501 0.555 7.070 0.07
H 5.462 5.559 -0.376 0.07
H 2.464 -0.279 5.516 0.06
H 0.621 -1.288 7.216 0.07
H 6.827 -0.514 -6.126 0.06
```

Properties
HOMO (eV): -7.31
LUMO (eV): -5.17
Molar mass (g mol⁻¹): 1059.50
Net charge: -1


Most stable to least stable, the ends of the list are *P* and *Q*.